Here is a structure of composition C27H44NO18S2 from the OMol25 dataset. Energies are from ωB97M-V/def2-TZVPD.

Each line ends with the Mulliken charge.
CARTESIAN COORDINATES (ANGSTROEM)
1 C 3.98646 -1.08313 -1.01232  -0.76
2 C 3.51450 0.18547 -0.98403  -0.01
3 C 4.29655 1.37441 -1.42564  -0.77
4 S 5.30731 2.06682 -0.07543  1.21
5 O 6.50239 2.51571 -0.75737  -0.77
6 O 5.57527 1.03305 0.88784  -0.65
7 N 4.59180 3.38732 0.51055  -0.64
8 S 3.35775 3.09874 1.47940  1.21
9 O 2.59573 1.89709 1.15579  -0.48
10 O 3.73596 3.10219 2.87565  -0.76
11 C 2.24841 4.49383 1.25243  -0.88
12 C 2.05536 4.85970 -0.21495  -0.89
13 C 0.74349 4.39936 -0.87301  -0.73
14 C -0.53201 4.68166 -0.07206  -0.11
15 C -1.76701 4.61566 -1.00943  -0.85
16 C -2.87505 3.71602 -0.51270  -0.71
17 O -2.35191 2.42945 -0.18448  -0.16
18 C -3.18475 1.40482 -0.52159  0.59
19 C -3.68595 0.55956 0.61204  -0.47
20 O -3.52239 1.18482 -1.67300  -0.60
21 H 3.96835 -1.67449 -0.10794  0.21
22 H 4.37122 -1.46307 -1.94911  0.19
23 H 2.53366 0.38479 -0.58090  0.38
24 H 3.66918 2.13797 -1.88002  0.29
25 H 5.02095 1.03501 -2.16363  0.45
26 H 1.34110 4.21891 1.77480  0.29
27 H 2.70145 5.30629 1.81082  0.38
28 H 2.87099 4.48157 -0.82241  0.48
29 H 2.11486 5.94423 -0.31041  0.47
30 H 0.67992 4.91628 -1.83003  0.43
31 H 0.82126 3.33070 -1.06679  0.22
32 H -0.59218 3.92806 0.70348  0.12
33 H -0.45565 5.68159 0.35088  0.43
34 H -1.42866 4.21376 -1.96209  0.39
35 H -2.11137 5.63206 -1.17716  0.32
36 H -3.37124 4.15903 0.35149  0.24
37 H -3.62499 3.62328 -1.29377  0.52
38 H -4.34893 1.14881 1.24045  0.29
39 H -4.26522 -0.25119 0.18850  0.19
40 H -2.87852 0.11660 1.17854  -0.01
41 C 3.52487 -1.12366 -6.86384  -1.45
42 C 4.25953 -2.26327 -6.20450  0.48
43 C 3.56887 -3.60422 -6.29541  -0.52
44 O 4.05500 -4.27272 -5.12601  -0.35
45 C 4.35593 -3.31286 -4.20732  0.63
46 O 4.60002 -3.51657 -3.06940  -0.48
47 O 4.32990 -2.08352 -4.78328  -0.26
48 H 2.53058 -1.00505 -6.43221  0.36
49 H 4.05670 -0.18586 -6.70750  0.35
50 H 3.43010 -1.29693 -7.93621  0.38
51 H 5.28389 -2.32370 -6.58460  0.24
52 H 3.82960 -4.16160 -7.19230  0.30
53 H 2.48151 -3.52373 -6.22174  0.31
54 C 3.41834 -3.93016 2.98984  -1.47
55 C 2.01066 -4.36015 2.66095  0.57
56 C 1.86442 -5.80922 2.26555  -0.51
57 O 0.70807 -5.77284 1.41951  -0.35
58 C 0.64930 -4.52863 0.86957  0.59
59 O -0.07291 -4.22427 -0.01885  -0.54
60 O 1.52973 -3.69940 1.47914  -0.23
61 H 4.08291 -4.10362 2.14283  0.36
62 H 3.45214 -2.86341 3.20889  0.33
63 H 3.79341 -4.47628 3.85593  0.39
64 H 1.33534 -4.10602 3.48365  0.24
65 H 1.69979 -6.47075 3.11297  0.32
66 H 2.71162 -6.17385 1.67944  0.31
67 C -8.49042 -2.34094 -1.11957  -1.50
68 C -7.66540 -1.51171 -0.16904  0.57
69 C -8.31715 -1.23503 1.16580  -0.47
70 O -7.70875 0.00562 1.54359  -0.32
71 C -7.36084 0.65007 0.40077  0.64
72 O -7.00454 1.77897 0.34790  -0.53
73 O -7.47723 -0.17576 -0.66803  -0.34
74 H -9.44813 -1.85908 -1.32089  0.36
75 H -7.97741 -2.44949 -2.07439  0.36
76 H -8.67063 -3.33304 -0.70585  0.38
77 H -6.67681 -1.96022 -0.03707  0.23
78 H -8.11688 -2.00242 1.90938  0.31
79 H -9.39637 -1.08144 1.08476  0.31
80 C 0.73737 0.11396 3.70249  -1.18
81 C -0.74889 -0.03873 3.84888  0.92
82 C -1.44895 1.12855 4.49703  -0.26
83 O -2.60218 0.50026 5.08564  -0.35
84 C -2.27117 -0.78782 5.34589  0.59
85 O -2.92881 -1.53117 6.00007  -0.57
86 O -1.09448 -1.10677 4.76316  -0.36
87 H 1.21326 0.26794 4.67232  0.34
88 H 1.17248 -0.78930 3.27483  0.09
89 H 0.98849 0.95300 3.05110  0.28
90 H -1.19572 -0.27525 2.88272  -0.10
91 H -1.74999 1.89494 3.78670  0.21
92 H -0.85822 1.58448 5.29438  0.31

Calculated values
- Net charge: -1
- HOMO level: -0.1774 hartree
- LUMO: 1.926 eV



Here is a structure of composition C27H45CeN4OP2 from the OMol25 dataset. Energies are from ωB97M-V/def2-TZVPD.

Each line ends with the Mulliken spin population.
CARTESIAN COORDINATES (ANGSTROEM)
1 Ce 0.28618 0.42714 -0.22268  0.99
2 P -2.24393 0.58599 -1.53334  0.00
3 P 2.03106 -0.83217 1.66748  0.01
4 N -1.17675 -0.89759 1.13117  0.00
5 C -3.24683 -0.34467 -0.32058  0.00
6 H -4.12962 0.28358 -0.06715  0.00
7 H -3.63004 -1.28056 -0.77041  0.00
8 C -2.66224 -0.75596 1.08034  0.00
9 H -2.87486 -0.00297 1.81373  0.00
10 H -3.10117 -1.69419 1.40976  0.00
11 C -0.77563 -1.34501 2.49649  0.00
12 H -1.37430 -2.21241 2.75487  0.00
13 H -1.07163 -0.52826 3.12811  0.00
14 C 0.75121 -1.66751 2.67426  0.00
15 H 0.83964 -2.76687 2.57808  0.00
16 H 0.95419 -1.41038 3.73779  0.00
17 C 2.91917 0.32630 2.81315  0.00
18 C 3.68445 1.40296 2.03229  0.00
19 H 4.11658 2.09399 2.77104  0.00
20 H 3.02365 1.98954 1.37143  0.00
21 H 4.50132 0.96902 1.43275  0.00
22 C 3.16522 -2.18195 1.12926  0.00
23 C 4.31077 -1.63223 0.27196  0.00
24 H 4.84844 -2.47301 -0.18535  0.00
25 H 5.04271 -1.06411 0.86079  0.00
26 H 3.95498 -0.99569 -0.54727  0.00
27 C -2.53783 -0.25813 -3.14563  0.00
28 C -1.75709 0.42381 -4.27515  0.00
29 H -1.78843 -0.21300 -5.16901  0.00
30 H -0.69939 0.57037 -4.02396  0.00
31 H -2.18420 1.39484 -4.55774  0.00
32 C -2.94511 2.30551 -1.57834  0.00
33 C -1.93469 3.29563 -2.17261  0.00
34 H -2.39271 4.29471 -2.12717  0.00
35 H -1.70381 3.06127 -3.22462  0.00
36 H -0.99550 3.32898 -1.59544  0.00
37 C 1.93957 0.97306 -2.08007  0.00
38 C 3.66606 -3.11532 2.23250  0.00
39 H 4.39272 -2.63448 2.89343  0.00
40 H 2.85820 -3.52629 2.84484  0.00
41 H 4.17895 -3.96435 1.76127  0.00
42 C -3.99995 -0.50633 -3.51965  0.00
43 H -4.02818 -1.16080 -4.40128  0.00
44 H -4.56287 -1.00900 -2.72793  0.00
45 H -4.52753 0.41216 -3.79093  0.00
46 C -4.31979 2.44006 -2.23826  0.00
47 H -4.71022 3.44119 -2.01069  0.00
48 H -4.27176 2.37832 -3.33257  0.00
49 H -5.06472 1.72433 -1.87030  0.00
50 C 3.80835 -0.33953 3.86680  0.00
51 H 4.75239 -0.71173 3.44992  0.00
52 H 4.08712 0.42228 4.60691  0.00
53 H 3.31763 -1.14779 4.42224  0.00
54 H 2.09808 0.81753 3.36783  0.00
55 H -3.08844 2.55654 -0.51062  0.00
56 H 2.51584 -2.77615 0.46322  0.00
57 H -2.07058 -1.24406 -2.97857  0.00
58 O 2.70319 1.36190 -2.86785  0.00
59 H -0.81099 -1.45502 0.41093  0.00
60 H 0.13928 -1.30836 -0.77453  -0.01
61 N 3.55279 10.34375 2.45802  0.00
62 C 2.97911 9.32619 2.33211  0.00
63 C 2.27382 8.08041 2.19287  0.00
64 C 2.80279 7.07954 1.35703  0.00
65 C 2.13037 5.86848 1.22283  0.00
66 C 0.94770 5.64740 1.93314  0.00
67 C 0.40703 6.64028 2.76920  0.00
68 C 1.07860 7.86384 2.89363  0.00
69 N 0.25995 4.41898 1.84782  0.00
70 C -0.82948 3.98206 2.59704  0.00
71 C -1.08685 2.71465 2.16863  0.00
72 N -0.19514 2.34073 1.16844  0.00
73 C 0.59674 3.41310 1.00145  0.00
74 H 3.73940 7.25615 0.81591  0.00
75 H 2.52851 5.08799 0.57519  0.00
76 H -0.51717 6.47652 3.30479  0.00
77 H 0.67341 8.65697 3.54073  0.00
78 H -1.27644 4.60300 3.34134  0.00
79 H -1.84072 2.07719 2.52195  0.00
80 H 1.36643 3.47979 0.28918  0.00

Calculated values
- Spin multiplicity: 2
- Net charge: +2
- HOMO level (alpha / beta): -0.5168 / -0.5171 hartree
- LUMO (alpha / beta): -6.917 / -6.885 eV



Here is a structure of composition C27H45Cl2N2OPRu from the OMol25 dataset. Energies are from ωB97M-V/def2-TZVPD.

Each line ends with the Mulliken spin population.
CARTESIAN COORDINATES (ANGSTROEM)
1 P -0.28552 0.88306 -0.94364  -0.06
2 C -1.93749 0.25522 -1.50361  0.01
3 C -2.48411 1.06966 -2.65563  0.00
4 C -3.93231 0.63797 -2.97607  0.00
5 C -4.06029 -0.88945 -3.14094  0.00
6 C -3.38681 -1.73031 -2.01356  0.00
7 C -1.95831 -1.27085 -1.74086  0.00
8 C 1.15452 0.17359 -1.87067  0.03
9 C 1.10429 0.50725 -3.34279  0.00
10 C 2.44527 0.10953 -3.99689  0.00
11 C 2.81759 -1.36422 -3.70384  0.00
12 C 2.68460 -1.79358 -2.21295  0.00
13 C 1.35663 -1.34067 -1.60621  0.09
14 C -0.21062 2.71566 -0.89390  0.01
15 C -1.30576 3.26206 0.04366  0.01
16 C -1.30209 4.80866 0.08264  0.00
17 C 0.07843 5.39839 0.43130  0.00
18 C 1.25086 4.72603 -0.30133  0.00
19 C 1.14556 3.18026 -0.33246  0.02
20 H -2.48135 0.44344 -0.53659  0.03
21 H -1.83673 0.92277 -3.53132  0.00
22 H -2.45473 2.13614 -2.40374  0.00
23 H -4.24377 1.13301 -3.90932  0.00
24 H -4.57607 0.95850 -2.13621  0.00
25 H -5.12760 -1.16562 -3.18488  0.00
26 H -3.61393 -1.18172 -4.11123  0.00
27 H -3.97564 -1.60441 -1.08811  0.00
28 H -3.38086 -2.79270 -2.30255  0.00
29 H -1.55027 -1.79081 -0.86120  0.00
30 H -1.29411 -1.51419 -2.58381  0.00
31 H 1.98080 0.70666 -1.36403  0.00
32 H 3.23831 0.75693 -3.58210  0.00
33 H 0.90897 1.57816 -3.46532  0.00
34 H 0.27331 -0.04004 -3.81145  0.00
35 H 2.37358 0.25743 -5.08766  0.00
36 H 3.85880 -1.55675 -4.02406  0.00
37 H 2.16910 -2.01496 -4.31905  0.00
38 H 2.77109 -2.89110 -2.12811  0.00
39 H 3.50269 -1.32904 -1.63591  0.00
40 H 1.32219 -1.55156 -0.52380  -0.06
41 H 0.52012 -1.90810 -2.03260  0.00
42 H -0.35851 3.02502 -1.96658  0.01
43 H -2.29403 2.90719 -0.26746  0.00
44 H -1.16323 2.85415 1.06517  -0.01
45 H -1.57898 5.17423 -0.91997  0.00
46 H -2.06091 5.17932 0.79358  0.00
47 H 0.23702 5.33295 1.52242  0.00
48 H 0.08117 6.47163 0.18998  0.00
49 H 2.20695 5.03269 0.15347  0.00
50 H 1.24311 5.08079 -1.34357  0.00
51 H 1.96767 2.78599 -0.93942  0.00
52 H 1.29538 2.77353 0.68756  0.00
53 Ru -0.05509 -0.34020 2.56187  2.90
54 Cl 2.17608 0.37266 1.95002  0.08
55 Cl -2.18687 0.65478 2.51614  0.19
56 C -0.52745 -1.93583 1.53938  0.41
57 H -1.57096 -2.05010 1.10196  0.03
58 C 0.25814 -3.19004 1.51970  -0.09
59 C 1.65335 -3.15115 1.68783  0.16
60 C 2.38474 -4.34305 1.69786  -0.06
61 C 1.72122 -5.56876 1.60253  0.14
62 C 0.32702 -5.60735 1.50614  -0.07
63 C -0.40885 -4.44209 1.46698  0.12
64 H 2.16033 -2.18683 1.87093  -0.01
65 H 3.47239 -4.31290 1.79995  0.00
66 H -0.19686 -6.56986 1.47607  0.00
67 H -1.50253 -4.43869 1.45723  0.00
68 H 2.28834 -6.49762 1.63797  0.01
69 C 0.07385 -1.08881 6.90790  0.00
70 N 0.86583 0.08074 6.49809  0.01
71 C 0.87746 0.41728 5.20146  0.02
72 N 1.65517 1.38443 4.64570  0.00
73 O -0.01254 -0.24718 4.50266  0.06
74 H -0.50830 -1.52125 6.08080  0.00
75 H -0.60628 -0.80614 7.70802  0.00
76 H 0.73071 -1.85259 7.31614  0.00
77 H 1.47940 0.60769 7.12751  0.00
78 H 2.04958 1.23564 3.67838  0.00
79 H 2.26813 1.88944 5.26635  0.00

Calculated values
- Spin multiplicity: 5
- Net charge: 0
- HOMO level (alpha / beta): -0.2272 / -0.2470 hartree
- ΔE to the lowest compared entry with this formula, charge and spin: 0.0000 eV
- LUMO (alpha / beta): -0.418 / -0.742 eV